No. 1
{
  "formula": "C24H45BrF3NO13",
  "method": "wB97M-V/def2-TZVPD",
  "gap_ev": 9.75,
  "homo_ev": -9.26,
  "total_energy_ha": -4847.9449,
  "species": ["Br", "F", "F", "F", "O", "O", "O", "O", "O", "O", "O", "O", "O", "O", "O", "O", "O", "N", "C", "C", "C", "C", "C", "C", "C", "C", "C", "C", "C", "C", "C", "C", "C", "C", "C", "C", "C", "C", "C", "C", "C", "C", "H", "H", "H", "H", "H", "H", "H", "H", "H", "H", "H", "H", "H", "H", "H", "H", "H", "H", "H", "H", "H", "H", "H", "H", "H", "H", "H", "H", "H", "H", "H", "H", "H", "H", "H", "H", "H", "H", "H", "H", "H", "H", "H", "H", "H"],
  "positions_angstrom": [[4.514, -2.081, -0.552], [-2.253, -1.642, -0.516], [-1.641, -3.287, -1.646], [-2.800, -1.743, -2.547], [6.211, 1.305, 0.983], [-6.966, -1.829, 2.100], [4.569, 0.967, -0.434], [-3.698, -4.352, -8.338], [8.068, 5.371, 2.358], [-3.385, 0.913, 3.044], [-6.411, -3.244, 0.516], [-0.167, -0.499, -0.904], [9.717, 4.394, 3.435], [-3.885, 2.345, 4.637], [3.185, -2.993, -3.121], [-3.606, -3.509, -6.308], [1.633, -1.419, -3.095], [3.529, -1.133, -1.806], [-4.271, 1.511, 3.860], [10.853, 4.434, 4.305], [4.240, 2.776, 1.062], [-3.693, -0.220, 2.219], [-4.372, -2.088, -8.174], [-8.784, -3.014, 1.149], [-1.820, -1.986, -1.692], [6.921, 2.130, 1.919], [-7.265, -3.946, -1.655], [-5.738, 1.186, 3.720], [-7.325, -2.666, 1.316], [-6.683, -4.371, -0.323], [-4.955, -2.039, -4.914], [6.462, 1.874, 3.339], [-3.844, -3.395, -7.630], [8.899, 5.443, 3.224], [-0.543, -1.215, -2.069], [8.984, 6.644, 4.134], [10.465, 4.149, 5.741], [-3.569, -2.397, -5.408], [-4.303, 0.210, 0.902], [0.599, -2.169, -2.397], [5.023, 1.634, 0.461], [2.843, -1.959, -2.707], [11.523, 3.654, 3.948], [-5.720, -4.854, -0.485], [-3.987, -1.959, -9.183], [-2.743, -0.717, 2.030], [6.573, 0.817, 3.589], [-6.594, -3.244, -2.153], [-5.939, 0.181, 3.354], [-5.460, -2.132, -8.211], [-9.263, -2.950, 2.124], [-4.064, -1.212, -7.607], [-4.319, -0.938, 2.750], [-3.636, 0.902, 0.386], [-2.959, -2.717, -4.570], [-6.202, 1.913, 3.054], [4.858, 3.548, 1.514], [11.390, 5.378, 4.198], [-8.961, -4.021, 0.777], [-7.411, -4.811, -2.303], [-4.906, -1.228, -4.187], [-4.479, -0.653, 0.261], [8.733, 7.530, 3.554], [6.854, 3.181, 1.643], [-3.055, -1.547, -5.860], [-9.246, -2.292, 0.477], [3.670, 3.254, 0.268], [9.972, 6.814, 4.556], [-5.252, 0.729, 1.047], [11.349, 4.127, 6.379], [-7.311, -5.097, 0.194], [7.970, 1.852, 1.823], [-5.423, -2.906, -4.444], [5.409, 2.124, 3.473], [0.598, 0.042, -1.142], [9.779, 4.901, 6.131], [-8.223, -3.441, -1.533], [4.079, -0.408, -2.253], [3.550, 2.380, 1.806], [1.027, -2.488, -1.446], [-0.708, -0.504, -2.880], [-5.606, -1.729, -5.733], [8.260, 6.531, 4.940], [0.324, -3.010, -3.032], [7.049, 2.466, 4.042], [-6.199, 1.259, 4.703], [9.958, 3.186, 5.811]],
  "forces_ev_per_angstrom": [[0.2807, -0.1073, -0.1701], [-0.6063, 0.5965, 1.5968], [0.3392, -1.6020, -0.3192], [-0.8794, 0.2178, -1.0589], [0.2091, -0.1952, -0.3063], [0.1364, -0.0438, -0.0300], [0.2358, 0.3497, -0.0006], [0.0524, 0.0028, 0.1822], [0.0697, -0.1680, 0.0072], [0.4076, -0.0683, 0.1710], [0.3373, -0.0068, 0.1968], [-0.0084, 0.4271, -0.1543], [0.0405, -0.1967, -0.3312], [0.1357, -0.1060, -0.0872], [0.7764, -2.5406, -0.5485], [0.2821, -0.2266, 0.0528], [-0.2074, 0.3877, 0.6243], [-0.5793, -0.0715, 0.3032], [-0.2821, 0.1989, -0.0736], [0.0779, 0.0115, 0.2860], [0.1741, 0.4189, -0.2047], [-0.1943, -0.0834, -0.2166], [0.4104, 0.3141, -0.0383], [-0.0583, -0.4446, 0.2607], [0.8230, 0.8830, -0.1046], [-0.0086, 0.1849, 0.2888], [-0.0948, 0.1522, -0.0009], [-0.0897, -0.5518, 0.2446], [-0.2229, 0.1549, -0.1342], [-0.1419, -0.0809, -0.2445], [-0.1313, 0.0103, -0.0881], [-0.1713, -0.0872, 0.0189], [-0.2681, 0.0679, -0.1776], [-0.1902, 0.1559, 0.2227], [1.0044, 0.0179, 0.6378], [0.4050, 0.2773, -0.1866], [-0.1753, 0.0483, 0.0381], [-0.2098, 0.1342, -0.0121], [-0.1451, 0.2162, -0.0605], [0.1942, 0.2794, -0.7466], [-0.2316, 0.0229, 0.2012], [-0.4545, 1.8138, -0.2529], [-0.1200, -0.0134, -0.1420], [0.0637, 0.1230, 0.1252], [-0.1338, -0.1715, -0.0453], [0.0901, 0.1618, 0.1216], [0.0804, 0.0215, -0.0075], [0.0547, -0.0686, 0.0119], [0.0012, 0.0872, -0.2023], [0.0056, -0.0100, 0.0145], [0.0356, 0.2168, -0.0254], [-0.1534, -0.0320, 0.1035], [-0.1127, 0.1100, -0.0019], [0.0834, -0.0882, 0.0107], [0.0424, -0.2063, -0.1271], [0.0254, -0.0003, -0.0079], [0.0042, -0.1087, 0.1482], [-0.0830, 0.0406, 0.0125], [0.0235, 0.0744, -0.1742], [0.0229, 0.0000, 0.0128], [0.0159, -0.0203, 0.0052], [-0.0146, -0.0184, 0.0504], [-0.2042, -0.0893, 0.0000], [-0.0366, -0.0170, 0.0138], [-0.0685, -0.0049, -0.0686], [0.0210, -0.0013, -0.0067], [-0.1162, -0.1856, 0.0085], [-0.0531, -0.1205, 0.1369], [-0.0432, -0.1162, 0.0515], [0.0012, -0.0110, -0.0216], [-0.0595, 0.0728, 0.0160], [-0.0602, -0.0962, -0.1657], [0.0790, 0.0011, 0.0456], [0.0307, 0.0925, 0.0105], [0.0045, -0.1025, 0.0887], [0.0774, 0.0535, 0.0107], [-0.0350, -0.0840, 0.0110], [-0.0312, 0.2192, 0.3398], [0.0128, -0.0146, -0.0042], [-0.3101, -0.3581, 0.0375], [-0.3159, -0.3148, -0.2248], [0.0449, 0.0734, 0.0038], [0.0053, -0.0189, -0.0052], [-0.0664, -0.0550, 0.1441], [0.0216, 0.0079, -0.0396], [0.0455, 0.2374, -0.0223], [0.0834, -0.0291, -0.0278]],
  "mulliken_charge": [-0.02, -0.25, -0.33, -0.27, -0.43, -0.53, -0.54, -0.57, -0.55, -0.37, -0.37, -0.53, -0.39, -0.59, -0.45, -0.38, -0.33, -0.15, 0.71, -0.41, -0.94, -0.37, -0.88, -1.17, 1.00, -0.30, -0.80, -0.75, 0.83, -0.47, -0.83, -0.94, 0.71, 0.82, -0.23, -1.05, -0.99, -0.22, -0.74, -0.64, 0.69, 0.56, 0.34, 0.36, 0.31, 0.30, 0.32, 0.12, 0.23, 0.24, 0.35, 0.31, 0.29, 0.37, 0.12, 0.22, 0.32, 0.37, 0.35, 0.42, 0.34, 0.09, 0.32, 0.46, 0.29, 0.27, 0.31, 0.35, 0.32, 0.37, 0.36, 0.24, 0.21, 0.25, 0.32, 0.27, 0.26, 0.29, 0.26, 0.39, 0.35, 0.34, 0.26, 0.33, 0.26, 0.32, 0.28]
}

=====

No. 2
{
  "formula": "C24H45I2SbTeV",
  "method": "wB97M-V/def2-TZVPD",
  "multiplicity": 2,
  "gap_ev": [6.23, 6.16],
  "homo_ev": [-14.15, -14.07],
  "total_energy_ha": -2988.4854,
  "s2": 0.96,
  "total_charge": 2,
  "species": ["I", "I", "Te", "Sb", "V", "C", "C", "C", "C", "C", "C", "C", "C", "C", "C", "C", "C", "C", "C", "C", "C", "C", "C", "C", "C", "C", "C", "C", "C", "H", "H", "H", "H", "H", "H", "H", "H", "H", "H", "H", "H", "H", "H", "H", "H", "H", "H", "H", "H", "H", "H", "H", "H", "H", "H", "H", "H", "H", "H", "H", "H", "H", "H", "H", "H", "H", "H", "H", "H", "H", "H", "H", "H", "H"],
  "positions_angstrom": [[-3.360, 1.375, 0.498], [-4.787, -0.689, 1.374], [-0.546, -1.520, -1.156], [1.217, 2.083, 0.595], [-0.727, 0.150, 1.088], [0.973, 0.158, 5.238], [-0.569, -2.652, 3.449], [3.548, 0.161, 0.213], [-1.325, -0.285, 3.572], [1.897, 4.799, 1.904], [3.242, -1.430, 5.133], [1.519, 4.151, -1.690], [2.043, 0.411, 6.088], [-0.107, -1.191, 3.338], [3.294, 1.493, 0.915], [1.028, -0.888, 4.322], [-0.641, -3.479, -0.334], [-0.528, 4.461, 1.394], [0.499, 3.257, 3.296], [1.750, 1.766, -2.382], [-0.500, 2.661, -1.813], [3.180, -0.376, 6.035], [0.991, 2.734, -1.476], [4.247, 2.545, 0.349], [2.177, -1.680, 4.284], [0.752, 3.790, 1.887], [-2.492, -1.539, -2.014], [0.430, -0.975, 1.937], [3.503, 1.339, 2.419], [-1.733, -0.421, 4.574], [4.115, 3.524, 0.809], [2.801, 4.390, 2.352], [-2.167, -0.558, 2.917], [5.272, 2.225, 0.552], [-0.418, 4.935, 0.421], [4.119, -2.062, 5.095], [4.153, 2.652, -0.732], [1.301, 2.625, 3.677], [-0.655, 2.971, -2.849], [-0.441, 2.701, 3.336], [-2.670, -0.563, -2.457], [3.487, 0.244, -0.872], [-1.090, 0.781, 3.466], [1.595, 5.655, 2.514], [-0.900, -2.859, 4.467], [2.825, 0.607, 2.865], [-0.880, 1.634, -1.727], [4.560, -0.172, 0.459], [4.523, 0.985, 2.594], [-1.403, -2.844, 2.770], [1.460, 0.724, -2.225], [-1.109, 3.313, -1.184], [4.010, -0.182, 6.701], [2.140, 5.176, 0.911], [1.316, -1.546, 1.674], [-3.235, -1.765, -1.257], [2.248, -2.511, 3.593], [0.388, 4.102, 3.981], [-0.808, 5.243, 2.105], [0.235, -3.348, 3.214], [3.397, 2.283, 2.954], [1.977, 1.221, 6.801], [2.864, -0.622, 0.539], [0.097, 0.786, 5.321], [1.529, 2.013, -3.424], [0.285, -3.648, 0.208], [1.416, 4.406, -2.749], [2.575, 4.241, -1.437], [-2.490, -2.300, -2.790], [-0.716, -4.180, -1.161], [0.965, 4.898, -1.124], [-1.368, 3.760, 1.347], [-1.496, -3.567, 0.329], [2.830, 1.844, -2.258]],
  "forces_ev_per_angstrom": [[0.0922, 0.0943, 0.0009], [-0.0064, -0.0430, -0.0135], [0.0257, 0.0935, 0.2451], [-0.1163, -0.1441, 0.1170], [0.1560, -0.2944, 0.1066], [-0.0012, -0.0365, -0.0681], [-0.0462, -0.0652, 0.1252], [-0.0513, -0.0232, -0.0569], [-0.1547, -0.1394, -0.0769], [0.0086, -0.0104, -0.0370], [0.0045, -0.0161, -0.0189], [-0.0183, 0.0068, 0.0247], [-0.0058, 0.0054, 0.0086], [-0.0331, -0.0992, 0.0702], [0.0862, 0.0362, -0.0013], [0.0466, 0.0225, -0.0668], [0.0086, 0.0091, -0.0016], [-0.0135, -0.0388, -0.0641], [0.0164, -0.0299, 0.0105], [0.0077, -0.0188, 0.0107], [0.0318, -0.0302, 0.0071], [0.0185, -0.0024, 0.0126], [0.0039, -0.0001, -0.0661], [-0.0476, 0.0685, -0.0044], [-0.0052, -0.0085, -0.0070], [-0.0101, 0.0735, 0.0204], [0.0734, 0.0048, -0.0572], [-0.0019, 0.3947, -0.4019], [-0.0104, -0.0128, -0.0032], [0.0715, 0.0835, 0.0387], [0.0072, -0.0021, -0.0144], [0.0245, -0.0210, 0.0223], [0.0103, -0.0400, -0.0525], [0.0130, -0.0103, 0.0104], [0.0026, 0.0015, -0.0178], [0.0093, -0.0087, -0.0016], [0.0013, 0.0086, 0.0110], [-0.0120, -0.0097, 0.0023], [-0.0124, 0.0070, -0.0202], [0.0149, -0.0299, 0.0218], [-0.0294, 0.0037, -0.0045], [-0.0001, -0.0125, 0.0311], [-0.0148, 0.1127, 0.0174], [-0.0082, 0.0192, 0.0122], [-0.0032, 0.0025, 0.0006], [-0.0244, -0.0021, 0.0131], [0.0014, 0.0165, -0.0071], [0.0219, 0.0024, 0.0026], [0.0197, -0.0130, -0.0027], [0.0051, -0.0152, -0.0119], [0.0071, -0.0049, -0.0047], [-0.0139, 0.0352, 0.0404], [0.0030, 0.0062, 0.0068], [0.0062, 0.0026, -0.0023], [0.0128, -0.0346, 0.0417], [-0.0320, 0.0004, 0.0430], [0.0101, -0.0026, -0.0057], [0.0044, 0.0221, 0.0005], [-0.0057, 0.0090, 0.0094], [-0.0086, 0.0003, -0.0084], [-0.0003, 0.0313, 0.0005], [-0.0025, 0.0179, 0.0136], [-0.0353, -0.0307, 0.0408], [-0.0398, 0.0262, -0.0064], [-0.0092, 0.0085, -0.0202], [-0.0097, -0.0051, 0.0185], [-0.0036, 0.0028, -0.0226], [0.0069, -0.0150, 0.0052], [-0.0111, 0.0080, -0.0077], [-0.0065, 0.0246, -0.0072], [-0.0002, 0.0020, -0.0042], [-0.0001, -0.0022, 0.0015], [-0.0057, 0.0111, 0.0011], [-0.0227, -0.0024, 0.0009]],
  "lowdin_spin": [0.00, 0.00, -0.02, -0.02, 1.46, 0.00, -0.02, 0.00, 0.01, 0.00, 0.00, 0.00, 0.00, -0.04, 0.00, -0.01, 0.00, 0.00, 0.00, 0.00, 0.00, 0.00, -0.01, 0.00, 0.00, 0.00, 0.00, -0.30, 0.00, 0.00, 0.00, 0.00, 0.00, 0.00, 0.00, 0.00, 0.00, 0.00, 0.00, 0.00, 0.00, 0.00, 0.00, 0.00, 0.00, 0.00, 0.00, 0.00, 0.00, 0.00, 0.00, 0.00, 0.00, 0.00, -0.01, 0.00, 0.00, 0.00, 0.00, 0.00, 0.00, 0.00, 0.00, 0.00, 0.00, 0.00, 0.00, 0.00, 0.00, 0.00, 0.00, 0.00, 0.00, 0.00]
}